Entry 1:
54
Properties=species:S:1:pos:R:3 method="wB97M-V/def2-TZVPD" homo_lumo_gap_ev="8.9 / 6.3" s_squared=6.016 max_force_ev_per_a=0.8 homo_ev="-15.12 / -16.45" relative_energy_kcal_mol=0.00 multiplicity=5 charge=+2
Pd 0.474 0.061 -0.577
O -2.111 -0.386 2.378
C -1.464 0.050 1.479
O -0.918 -0.753 0.542
C -1.178 1.516 1.302
C -1.764 2.459 2.119
C -1.416 3.793 1.941
C -0.483 4.129 0.973
C 0.066 3.127 0.189
N -0.300 1.857 0.346
H -2.467 2.137 2.875
H -1.861 4.560 2.561
H -0.173 5.153 0.821
H 0.811 3.338 -0.567
C 3.833 -1.682 -1.952
C 3.148 -2.804 -1.200
C 2.130 -3.537 -2.045
C 4.123 -3.758 -0.543
O 2.292 -2.182 -0.110
P 2.664 -1.133 0.971
O 4.199 -1.074 1.261
O 2.238 0.247 0.441
O 1.890 -1.580 2.234
C 2.383 -1.359 3.655
C 1.371 -2.121 4.491
C 2.345 0.134 3.934
C 3.743 -1.941 3.757
H 4.392 -2.095 -2.791
H 4.537 -1.143 -1.317
H 3.098 -0.976 -2.349
H 2.620 -3.963 -2.920
H 1.351 -2.851 -2.384
H 1.661 -4.342 -1.482
H 4.645 -4.314 -1.323
H 3.593 -4.477 0.081
H 4.870 -3.231 0.045
H 0.372 -1.704 4.365
H 1.641 -2.050 5.545
H 1.349 -3.174 4.214
H 1.336 0.514 3.775
H 3.045 0.695 3.311
H 2.610 0.305 4.977
H 3.893 -2.970 3.444
H 4.416 -1.547 4.509
H 4.405 -1.399 2.200
C 0.495 -0.314 -4.034
S -0.535 0.379 -2.731
C -0.547 2.119 -3.182
H 1.517 0.050 -3.966
H 0.050 -0.011 -4.982
H 0.453 -1.397 -3.950
H -1.032 2.182 -4.156
H 0.462 2.521 -3.235
H -1.148 2.650 -2.449

=====

Entry 2:
54
Properties=species:S:1:pos:R:3 method="wB97M-V/def2-TZVPD" homo_lumo_gap_ev=2.5 max_force_ev_per_a=1.1 homo_ev=-0.43 relative_energy_kcal_mol=0.13 charge=-1
C 0.533 -1.144 2.852
C 0.563 -2.086 4.102
C 1.878 -1.756 4.847
C 1.821 -0.621 5.938
N 0.606 0.197 5.904
H 0.993 -0.168 3.083
H -0.509 -0.986 2.537
H 1.135 -1.543 2.021
H -0.309 -1.856 4.727
H 2.280 -2.649 5.348
H 2.628 -1.463 4.102
H 1.951 -1.074 6.928
H 2.712 0.017 5.791
H 0.363 0.428 4.951
H 0.866 1.081 6.320
C 1.392 1.632 -1.902
C 2.018 1.983 -0.576
C 2.598 0.805 0.158
O 2.512 1.230 1.524
C 1.457 2.076 1.605
O 0.965 2.457 2.614
O 1.033 2.432 0.367
H 0.654 0.844 -1.777
H 0.875 2.498 -2.321
H 2.145 1.297 -2.615
H 2.754 2.786 -0.694
H 3.626 0.586 -0.125
H 1.991 -0.098 0.047
C -5.053 -0.534 1.260
C -3.683 0.090 1.141
C -3.687 1.493 0.594
O -2.381 1.588 0.017
C -2.025 0.335 -0.353
O -1.090 0.076 -1.032
O -2.876 -0.582 0.164
H -5.579 -0.506 0.303
H -4.975 -1.581 1.553
H -5.651 -0.006 2.003
H -3.159 0.038 2.100
H -3.833 2.253 1.359
H -4.426 1.632 -0.202
C -0.899 -1.608 -5.255
C 0.105 -0.568 -5.695
C 1.040 -1.034 -6.778
O 2.181 -0.200 -6.559
C 2.199 0.100 -5.234
O 3.117 0.596 -4.677
O 1.028 -0.252 -4.643
H -0.397 -2.527 -4.949
H -1.470 -1.253 -4.397
H -1.591 -1.839 -6.066
H -0.408 0.356 -5.980
H 0.639 -0.896 -7.781
H 1.345 -2.076 -6.650

=====

Entry 3:
54
Properties=species:S:1:pos:R:3 method="wB97M-V/def2-TZVPD" homo_lumo_gap_ev=5.2 max_force_ev_per_a=1.3 homo_ev=-2.69 charge=-1
C 0.803 0.895 -0.509
C -0.380 0.089 -0.947
Br -0.146 -1.772 -0.743
C -1.559 0.515 -1.398
Br -1.600 2.540 -1.459
C -2.733 -0.187 -1.751
S -3.860 -0.417 -0.321
H 1.036 1.652 -1.251
H 1.667 0.265 -0.339
H 0.587 1.396 0.435
H -3.322 0.357 -2.481
H -3.214 0.294 0.607
O -1.140 2.030 2.099
C -0.398 2.898 2.442
O 0.720 2.553 3.133
C 1.779 3.469 3.388
C 1.540 4.291 4.640
C -0.691 4.355 2.161
H 1.963 4.099 2.517
H 2.658 2.839 3.514
H 0.658 4.924 4.541
H 2.400 4.931 4.843
H 1.386 3.632 5.494
H -1.314 4.743 2.967
H -1.255 4.393 1.233
H 0.191 4.983 2.062
O -2.954 -3.765 -8.058
C -2.291 -3.412 -7.117
O -2.897 -2.840 -6.072
C -2.208 -2.550 -4.836
C -1.492 -1.224 -4.863
C -0.782 -3.542 -7.125
H -1.540 -3.373 -4.581
H -2.987 -2.526 -4.078
H -0.704 -1.193 -5.619
H -1.051 -1.041 -3.886
H -2.194 -0.420 -5.080
H -0.366 -2.655 -7.600
H -0.524 -4.411 -7.725
H -0.336 -3.651 -6.141
O 3.563 -0.237 1.707
C 2.769 -0.896 2.319
O 2.262 -0.378 3.458
C 1.131 -0.952 4.117
C 1.524 -2.059 5.074
C 2.390 -2.298 1.898
H 0.390 -1.279 3.388
H 0.688 -0.121 4.663
H 1.979 -2.900 4.551
H 0.645 -2.424 5.607
H 2.245 -1.688 5.803
H 3.150 -2.980 2.283
H 2.406 -2.330 0.813
H 1.406 -2.623 2.222

=====

Entry 4:
55
Properties=species:S:1:pos:R:3 method="wB97M-V/def2-TZVPD" homo_lumo_gap_ev=8.8 max_force_ev_per_a=2.8 homo_ev=-8.41 relative_energy_kcal_mol=10.20 smiles=c1cc[nH]c1.C1CCOC1.BrCCBr.BrCCBr.BrCCBr.BrCCBr charge=0
C -4.598 -27.726 17.942
C -5.874 -28.512 18.389
C -5.669 -29.845 17.724
O -5.033 -29.570 16.483
C -4.256 -28.370 16.590
H -3.837 -28.022 18.701
H -4.520 -26.646 17.999
H -6.690 -27.932 17.917
H -6.031 -28.540 19.463
H -6.562 -30.460 17.611
H -4.991 -30.499 18.313
H -4.498 -27.683 15.780
H -3.223 -28.710 16.523
Br -7.755 -33.215 19.822
C -9.081 -32.158 18.837
C -10.381 -32.220 19.573
Br -11.710 -31.100 18.626
H -9.157 -32.613 17.858
H -8.678 -31.172 18.753
H -10.347 -31.800 20.559
H -10.781 -33.217 19.484
Br -9.264 -28.835 17.068
C -10.524 -29.062 15.613
C -10.312 -27.937 14.752
Br -11.748 -27.932 13.422
H -11.512 -28.990 16.037
H -10.276 -30.008 15.178
H -9.362 -27.920 14.248
H -10.520 -27.020 15.278
Br -8.129 -27.872 9.292
C -6.692 -27.251 10.402
C -7.134 -27.109 11.825
Br -5.522 -27.027 12.928
H -6.367 -26.280 10.026
H -5.805 -27.864 10.308
H -7.746 -27.939 12.153
H -7.627 -26.175 12.045
Br -13.891 -34.609 16.849
C -12.398 -35.521 15.992
C -11.123 -34.743 16.182
Br -11.240 -32.946 15.450
H -12.677 -35.551 14.952
H -12.339 -36.467 16.505
H -10.291 -35.101 15.584
H -10.839 -34.711 17.228
N -6.198 -32.995 14.243
C -6.023 -34.313 14.096
C -7.213 -34.874 13.789
C -8.131 -33.783 13.625
C -7.503 -32.665 14.001
H -5.532 -32.327 14.600
H -5.073 -34.769 14.347
H -7.370 -35.900 13.522
H -9.143 -33.885 13.266
H -7.841 -31.661 14.203

=====

Entry 5:
49
Properties=species:S:1:pos:R:3 method="wB97M-V/def2-TZVPD" homo_lumo_gap_ev="4.2 / 4.5" s_squared=2.023 max_force_ev_per_a=3.2 homo_ev="0.61 / 0.32" multiplicity=3 charge=-2
V -0.776 0.066 -1.003
Cl -1.485 2.171 -1.196
C -2.540 -0.722 -0.582
H -2.572 -1.312 0.343
H -2.878 -1.338 -1.437
H -3.211 0.148 -0.485
Cd 0.412 -0.387 -5.057
C 2.288 0.671 -4.873
C -1.392 -0.152 -6.205
C -0.148 -0.822 -2.754
H -1.963 -1.086 -6.243
H -1.978 0.621 -5.690
H -1.145 0.184 -7.219
H 3.062 0.028 -4.441
H 2.603 1.035 -5.859
H 2.093 1.520 -4.205
H -0.833 -1.630 -3.102
H 0.884 -1.248 -2.696
C 0.149 0.972 5.314
C 0.144 1.233 3.825
C -0.191 2.502 3.341
C -0.042 2.832 1.991
C -0.425 4.196 1.507
C 0.424 1.847 1.113
C 0.448 0.487 1.517
C 0.467 0.224 2.912
N 0.275 -0.478 0.520
C 0.550 -1.912 0.831
C 1.949 -2.073 1.430
C -0.531 -2.486 1.738
C 0.541 -2.747 -0.435
H 0.901 1.596 5.818
H -0.818 1.212 5.778
H 0.381 -0.074 5.538
H -0.556 3.260 4.036
H -1.356 4.517 1.985
H 0.331 4.952 1.744
H -0.584 4.206 0.430
H 0.695 2.107 0.090
H 0.652 -0.781 3.308
H 2.113 -1.503 2.347
H 2.111 -3.135 1.663
H 2.710 -1.767 0.698
H -1.483 -2.569 1.204
H -0.223 -3.493 2.051
H -0.706 -1.891 2.636
H -0.426 -2.752 -0.948
H 1.329 -2.445 -1.131
H 0.752 -3.786 -0.143

=====

Entry 6:
58
Properties=species:S:1:pos:R:3 method="wB97M-V/def2-TZVPD" homo_lumo_gap_ev=10.3 max_force_ev_per_a=1.4 homo_ev=-10.38 relative_energy_kcal_mol=16.56 smiles=ClCCCl.ClCCCl.ClCCCl.ClCCCl.ClCCCl.CC#N.CC#N.CC#N charge=0
C -3.118 -3.885 -1.461
C -3.697 -3.211 -2.617
N -4.145 -2.683 -3.529
H -2.416 -4.680 -1.709
H -3.904 -4.409 -0.913
H -2.660 -3.147 -0.806
C 0.381 -1.604 -4.119
C -0.071 -0.923 -5.330
N -0.443 -0.356 -6.255
H 0.890 -2.548 -4.286
H -0.522 -1.811 -3.544
H 1.026 -0.919 -3.571
C 1.133 4.796 -1.747
C 1.633 5.583 -2.887
N 1.998 6.274 -3.727
H 0.421 5.468 -1.271
H 1.992 4.545 -1.131
H 0.663 3.906 -2.157
Cl -2.064 -1.456 5.090
C -2.519 -0.839 3.493
C -1.940 0.523 3.211
Cl -2.666 1.728 4.349
H -3.604 -0.855 3.409
H -2.166 -1.546 2.739
H -2.191 0.806 2.189
H -0.864 0.635 3.314
Cl -0.991 -1.047 0.220
C 0.682 -0.536 0.494
C 1.053 0.652 -0.384
Cl 0.246 2.137 0.213
H 1.224 -1.424 0.173
H 0.904 -0.311 1.531
H 0.778 0.465 -1.417
H 2.134 0.771 -0.327
Cl 1.503 4.241 -6.362
C 0.114 3.131 -6.306
C -0.240 2.787 -4.889
Cl 1.172 2.196 -3.957
H 0.243 2.313 -7.008
H -0.717 3.696 -6.738
H -0.933 1.948 -4.815
H -0.721 3.577 -4.317
Cl 0.982 -2.576 3.110
C 0.264 -4.125 2.522
C 1.212 -5.292 2.719
Cl 0.351 -6.769 2.179
H -0.014 -4.006 1.479
H -0.624 -4.261 3.134
H 1.464 -5.416 3.767
H 2.109 -5.188 2.116
Cl 1.506 3.726 5.896
C 2.495 2.283 6.048
C 1.716 1.042 5.655
Cl 1.970 0.701 3.889
H 2.733 2.196 7.110
H 3.414 2.407 5.486
H 0.659 1.102 5.885
H 2.167 0.191 6.165

=====

The following DFT total energy values (in eV) correspond, in order, to the records above: -54409.6264 -36962.0835 -180267.4420 -580939.0091 -61323.8113 -146756.9556.